No. 1
This record from the Open Molecules 2025 dataset describes a cluster of 3 separate species, C7H11N2S in total at a distorted geometry. The level of theory is the ωB97M-V functional and the def2-TZVPD basis.

XYZ file:
```
21
Properties=species:S:1:pos:R:3
C -4.714 0.303 0.404
C -4.531 -0.706 -0.556
C -3.625 0.976 1.052
C -3.171 -0.976 -0.812
C -2.311 0.790 0.719
C -2.321 -0.217 -0.193
C 0.785 0.521 -0.816
N 1.824 0.179 -1.455
N 4.641 1.442 -0.506
S 0.847 1.196 0.728
H -5.708 0.597 0.857
H -5.233 -1.433 -0.895
H -3.853 1.695 1.755
H -2.742 -1.796 -1.249
H -1.602 1.342 1.187
H 2.874 0.165 -1.095
H 1.659 -0.339 -2.312
H 5.145 0.511 -0.649
H 4.603 1.926 -1.441
H 5.246 2.023 0.044
H 2.217 1.240 1.077
```

Computed properties:
**Net charge**: +1
**Frontier orbital gap (alpha / beta)**: 6.1057 / 6.0926 eV
**Total energy**: -780.57643 Eh
**Lowest unoccupied orbital energy (alpha / beta)**: -6.089 / -6.095 eV

***

No. 2
This record from the Open Molecules 2025 dataset describes an isolated molecule of C5H8N2O at a distorted geometry. The level of theory is the ωB97M-V functional and the def2-TZVPD basis.

XYZ file:
```
16
Properties=species:S:1:pos:R:3
C -2.626 -0.235 -0.750
C -1.463 0.088 -0.163
C -0.120 -0.323 0.214
N -0.192 -1.454 1.016
C 0.838 0.703 0.391
N 0.480 2.132 0.066
C 0.943 -0.317 -0.822
O 1.923 -1.297 -0.776
H -3.686 -0.129 -1.135
H -1.025 -2.012 0.477
H -0.592 -1.430 1.898
H 1.611 0.660 1.105
H 1.349 2.535 -0.525
H 0.205 2.845 0.803
H 0.792 0.047 -1.866
H 1.563 -1.813 0.067
```

Computed properties:
**SMILES**: C#C[C@]1(N)[C@H](N)[C@H]1O
**Net charge**: 0
**Frontier orbital gap**: 9.5830 eV
**Total energy**: -379.86755 Eh
**Lowest unoccupied orbital energy**: 0.744 eV